This record from the OMol25 dataset describes a 2-piece molecular cluster, C4H13N2O overall. The level of theory is ωB97M-V/def2-TZVPD.

Each line ends with the natural charge from an NBO analysis.
Geometry (Å):
C: 1.03796 -1.85227 -0.45690  -0.423
N: 2.15985 1.32005 -1.94470  -0.699
C: 1.39727 0.28502 -1.65305  0.381
N: 1.83451 -0.72443 -0.94544  -0.491
H: 1.67658 -2.72927 -0.45040  0.266
H: 0.20430 -2.03143 -1.13266  0.232
H: 0.68915 -1.67032 0.55789  0.205
H: 3.07942 1.45823 -1.54528  0.434
H: 1.69497 2.16209 -2.25637  0.441
H: 0.42695 0.21371 -2.13147  0.228
H: 2.78649 -0.64440 -0.60501  0.428
C: -1.57516 0.81003 0.87283  -0.112
O: -0.46239 1.17124 1.57488  -0.257
C: -2.54945 -0.07257 1.63032  -0.656
H: -2.11464 1.77946 0.61917  0.395
H: -1.23433 0.37783 -0.07603  0.259
H: -0.64801 1.10104 2.54267  0.537
H: -2.70321 0.20736 2.67774  0.266
H: -3.51376 -0.05745 1.12329  0.287
H: -2.18651 -1.10392 1.59850  0.280

Output
E_LUMO (alpha / beta), eV: -7.07 / -13.48
Spin multiplicity: 2
E_HOMO (alpha / beta), hartree: -0.683 / -0.683
F_max, eV/Å: 1.4
Orbital gap (alpha / beta), eV: 11.5 / 5.1
Energy relative to the best compared isomer or geometry (same formula, charge and spin), kJ/mol: 231.7
Net charge: +2
DFT total energy, Ha: -344.21622